Below is a cluster of 12 separate species, C34H103O45P11 in total in a non-equilibrium geometry, with properties calculated with the ωB97M-V functional and the def2-TZVPD basis.

XYZ file:
```
193
Properties=species:S:1:pos:R:3:forces:R:3:mulliken_charge:R:1
H -26.851344 -17.325586 16.916029 0.62 -0.61 -0.02 0.317
O -27.043230 -28.307270 20.521634 -0.17 -1.14 -2.71 -0.357
H -34.561782 -29.289886 19.217977 0.04 -0.03 -0.07 0.272
H -32.246381 -23.565332 29.254516 -0.65 0.09 -0.86 0.300
C -30.288006 -26.711879 19.458116 0.24 0.05 -0.15 -0.466
O -31.784612 -28.077314 22.018218 -0.24 0.44 -1.03 -0.702
H -25.006840 -19.833300 31.159002 0.08 -0.12 0.36 0.348
P -24.843503 -23.921271 17.271933 1.02 0.08 -0.87 0.026
H -34.400009 -16.885285 31.083171 -0.15 0.28 -0.15 0.275
C -27.669428 -17.184787 24.210551 0.46 -1.55 -0.75 -0.791
H -25.706245 -21.120251 28.171033 -1.08 0.01 0.26 0.098
H -24.662988 -20.055207 27.472609 0.02 0.63 -0.52 0.519
H -30.563073 -21.046872 16.717451 -0.40 0.15 -0.49 0.236
H -27.519846 -23.589422 21.073522 -0.58 -0.57 0.43 0.387
H -24.333799 -23.017431 25.488962 -0.49 1.05 0.42 0.209
O -31.735417 -21.997710 25.365135 -1.03 -0.18 0.77 0.033
C -23.165697 -21.457169 20.660989 -0.29 0.68 0.01 -0.464
H -26.059905 -20.197956 22.576484 -0.61 -0.08 -0.30 0.441
O -24.219585 -22.560644 17.938332 0.07 -0.22 -0.67 -0.087
C -33.036094 -24.744216 25.625196 -0.65 -1.58 0.70 -0.519
H -34.525237 -25.991386 22.960838 0.09 0.02 -0.10 0.333
H -29.856247 -23.796590 11.675731 -0.10 -0.31 -0.06 0.370
H -33.377674 -18.236306 31.157797 0.23 -0.49 -0.64 0.249
H -32.348992 -19.144948 25.492510 -1.14 -0.51 0.73 0.035
H -30.235241 -27.800538 19.445753 -0.28 -0.02 -0.29 0.586
C -36.481392 -17.953968 27.134651 -0.44 1.60 0.81 -0.806
O -29.745804 -20.323051 21.685131 3.40 0.66 -3.17 -0.267
O -30.393091 -15.606856 24.287421 -0.84 -0.89 -0.15 -0.714
H -32.440191 -21.855825 29.717660 0.25 0.05 -0.12 0.260
P -33.952426 -17.303828 27.890674 -1.19 -1.70 -1.03 0.595
H -27.524099 -18.216807 24.529791 0.28 -0.14 -0.11 0.125
C -31.795526 -22.573912 29.210845 0.59 -0.65 0.49 -0.850
H -24.803785 -30.965776 18.669450 -0.16 0.42 0.02 0.307
H -28.271991 -28.446607 16.302942 -0.03 -0.18 -0.25 0.294
H -28.509566 -24.967548 11.753985 0.16 0.16 0.39 0.292
H -30.888856 -22.829877 29.759051 0.22 0.91 0.13 0.272
H -37.034526 -18.077235 26.203561 0.51 -0.47 -0.14 0.256
O -25.003227 -28.358741 18.780856 -1.47 -0.27 0.37 -0.735
H -27.010086 -23.086066 15.774363 -0.24 -0.30 -0.44 0.302
H -31.632504 -22.477957 16.495046 0.04 0.11 0.13 0.393
H -34.491358 -22.032722 25.155701 -0.43 -0.18 0.01 0.278
O -32.719791 -18.218539 27.443504 -0.79 -0.12 1.01 0.172
H -25.814381 -21.829848 23.205061 0.13 -0.07 -0.53 0.112
P -29.217610 -15.293882 25.070221 0.93 0.12 1.23 1.006
H -23.265869 -25.850780 19.010604 0.52 -0.25 0.36 0.187
O -23.589074 -24.971525 17.277414 -1.66 2.39 -0.84 -0.369
H -31.119088 -18.283713 26.217359 0.15 0.21 0.30 0.197
O -32.817472 -28.292938 19.549651 1.12 1.55 1.51 -0.265
O -32.211371 -24.158775 26.653862 -0.84 0.94 -0.36 -0.408
C -19.268113 -21.527300 23.224215 -1.02 -0.57 -1.45 -0.611
O -26.093437 -24.288192 17.973979 0.71 -0.01 -0.75 0.150
C -22.722496 -25.114780 18.418022 -1.20 -0.83 0.82 -0.385
O -28.879195 -23.839415 13.505094 -1.72 0.78 2.06 -0.148
C -25.055772 -23.702856 25.932864 1.96 -0.57 -0.54 -0.943
O -33.710743 -26.514783 21.106658 1.02 -0.54 0.32 -0.392
C -33.604603 -29.472195 19.706510 -0.44 0.09 0.06 -0.718
H -28.920548 -12.449508 23.571717 0.15 0.43 0.04 0.283
H -34.021448 -24.280580 25.577913 0.29 0.60 -0.58 0.398
C -33.704366 -17.457187 30.469069 0.65 1.58 1.88 -0.761
H -22.988484 -18.223381 22.506822 -0.23 -0.98 -0.03 0.313
H -19.308995 -21.321748 22.154562 0.37 0.30 0.02 0.263
H -31.061243 -20.175739 23.287587 -0.02 0.23 -0.59 0.168
O -26.315859 -23.530010 25.342385 -2.01 -0.55 -0.59 0.455
H -18.480619 -20.946626 23.704610 -0.75 0.39 0.36 0.265
H -28.203033 -26.298477 27.905160 -0.34 0.71 -0.14 0.221
H -24.524790 -24.585135 25.575457 -0.70 -0.86 0.34 0.423
H -34.068939 -24.606542 21.896852 -0.53 -0.24 -0.35 0.358
P -28.308162 -20.975391 21.131481 -2.60 -1.02 0.27 -1.291
H -21.542509 -17.446811 22.305384 0.63 -0.14 0.13 0.308
C -24.746285 -21.230115 17.634974 -0.16 -2.07 -0.59 -0.607
C -29.621987 -24.559050 23.649821 -1.12 -1.03 0.10 -0.340
H -26.093392 -20.562434 26.506908 0.11 -0.05 0.20 -0.255
O -28.155693 -25.347600 26.066184 -0.91 3.22 -3.42 0.070
O -34.333521 -17.891717 29.330239 -0.52 -0.78 -2.01 -0.223
O -28.688741 -22.169934 20.144919 -0.31 -0.04 0.50 0.136
H -27.645716 -27.258340 26.601227 0.07 -0.03 -0.42 0.286
C -28.857615 -23.984211 12.070219 -0.86 1.15 -0.21 -0.846
O -31.191925 -24.464235 14.579434 0.30 0.29 -0.85 -0.325
H -28.432693 -17.231862 23.433824 0.28 0.30 -0.43 0.392
C -30.765258 -25.674988 15.208402 1.56 0.46 1.34 -0.359
C -22.042486 -18.360112 21.982885 -0.55 3.04 -0.43 -0.764
O -27.350386 -20.055673 20.479057 -0.39 1.47 -1.03 -0.875
H -26.769676 -19.112472 19.122333 -1.11 -1.85 2.76 0.697
H -23.964483 -20.673446 17.118265 -0.03 0.22 0.44 0.326
C -26.559805 -21.054288 23.029139 1.02 -0.94 1.84 -0.472
O -26.310306 -18.788240 18.344228 0.35 1.71 -2.30 0.052
H -28.988103 -16.719343 30.205360 0.49 0.38 0.18 0.371
C -26.282739 -23.545134 15.104788 -0.52 -1.11 -1.73 -0.670
O -31.386757 -22.103147 27.905690 -1.38 -1.18 -0.80 -0.105
O -26.762675 -30.246195 18.847528 -1.55 2.19 1.36 -0.319
C -27.667117 -26.228797 26.958569 2.20 -2.03 1.67 -0.800
O -35.089254 -18.047414 26.994531 1.58 -0.16 -0.18 -0.265
O -33.819217 -15.850339 27.768004 0.01 -0.60 0.19 -0.674
O -27.513075 -27.985932 18.080677 0.77 0.10 1.33 0.111
H -26.518064 -26.297072 20.211996 -0.21 0.12 -0.09 0.169
O -28.362654 -14.181084 24.353863 0.99 -0.41 0.49 -0.389
C -28.630386 -12.797691 24.563014 -0.24 0.32 -1.34 -0.741
H -27.696582 -12.320294 24.860042 -0.30 0.10 0.26 0.233
O -26.829980 -19.322924 30.384271 0.57 1.42 -1.16 -0.299
H -29.366817 -26.428402 19.967170 -0.27 0.43 0.00 -0.250
O -29.557768 -14.636103 26.498519 -0.42 -1.23 -0.52 -0.227
H -30.422460 -24.153448 24.268560 0.63 0.98 0.22 -0.362
H -35.731507 -21.721493 26.475869 0.22 0.04 -0.12 0.237
P -30.245284 -23.189161 14.229058 -0.71 0.16 -0.76 0.568
C -28.559115 -14.262789 27.447560 1.18 0.40 -0.98 -0.834
H -27.893061 -17.519720 18.335841 -0.29 0.08 0.65 0.335
C -25.996900 -20.275429 31.047632 0.50 0.41 -0.68 -0.710
H -26.464014 -24.555065 14.736962 -1.05 -0.43 0.97 0.337
H -26.639492 -25.921665 27.152863 0.26 -0.50 0.63 0.277
C -26.963052 -26.940222 20.971235 1.80 -0.53 0.58 0.002
C -30.492123 -20.895795 22.699595 0.11 -1.69 2.11 -0.119
O -28.289363 -24.039117 23.896913 -0.80 -0.12 0.46 0.477
H -26.865266 -20.871155 24.059319 -0.32 0.59 -0.16 -0.024
H -30.275950 -25.314321 16.113167 -0.11 -0.49 0.55 -0.005
H -26.041278 -31.546460 17.524079 0.32 0.38 -0.43 0.294
H -29.255779 -24.191997 20.619526 0.00 0.57 0.71 -0.212
H -26.702698 -16.761745 23.937490 -0.12 0.00 -0.54 0.304
O -33.782368 -22.030668 27.121278 1.64 -1.52 -0.86 -0.428
H -27.983494 -18.681867 17.175003 -0.38 -0.84 -0.33 0.291
O -23.168129 -20.539034 23.765084 1.55 -0.13 -1.04 -0.366
P -26.425144 -28.707603 19.046801 -0.14 1.29 0.33 0.875
C -33.807221 -25.609058 22.235321 0.66 0.01 -0.41 -0.116
H -22.665224 -24.214611 19.029998 0.35 0.16 -0.39 0.108
P -27.222363 -24.762199 24.820303 0.08 -2.35 0.06 -0.032
O -26.496473 -19.130896 27.886865 -0.17 -0.78 -0.73 0.123
H -32.531769 -24.975401 24.686951 0.13 1.03 0.00 -0.070
H -36.843236 -18.616148 27.921221 -0.01 -0.09 -0.12 0.265
H -24.087343 -22.011873 20.836964 0.07 -0.13 -0.12 0.223
H -33.336881 -25.746408 25.930550 0.37 -0.15 0.62 0.402
H -25.080255 -23.668623 27.022049 -0.12 0.12 -0.16 0.317
O -29.723300 -22.581239 15.664811 0.76 -1.55 -1.57 0.054
H -22.782325 -21.624963 19.654526 0.22 -0.52 0.28 0.157
O -27.259315 -17.161182 29.170787 1.11 -0.55 -0.36 -0.093
P -32.288496 -22.539899 26.630856 0.84 1.15 1.05 0.638
H -22.161741 -18.192569 20.912465 -0.21 -0.49 -0.15 0.283
C -25.731863 -20.267892 27.492112 0.99 -0.26 -0.28 -0.257
H -26.526431 -28.449438 16.285589 0.23 0.46 0.04 0.378
H -33.809744 -29.660412 20.760362 0.23 -0.34 -0.06 0.322
H -25.898548 -21.122919 30.369258 -0.07 -0.43 0.50 0.218
H -27.995963 -24.059577 19.477184 0.08 0.63 -0.36 -0.075
P -21.953426 -20.745141 22.928605 1.19 -2.14 0.57 0.864
H -29.013737 -18.265722 29.552790 0.41 -0.34 -0.37 0.326
C -28.370073 -23.599013 20.391524 0.75 0.47 -0.74 0.421
C -30.615016 -22.135075 16.682764 -0.40 0.74 0.08 -0.590
H -32.888693 -16.787967 30.195350 0.26 -0.06 0.40 0.326
H -28.284454 -13.218265 27.300510 -0.42 0.28 0.10 0.339
O -26.460432 -25.850761 24.129805 -0.73 1.57 1.16 -0.719
H -29.959987 -24.505410 22.614949 0.75 0.89 -0.19 0.116
H -29.496551 -12.597023 25.193556 0.36 -0.17 0.38 0.357
C -27.394621 -27.912744 16.668068 -0.90 -0.93 -0.33 -0.584
C -32.206460 -18.281064 26.141747 1.77 1.14 -1.40 -0.593
H -31.532510 -26.402389 15.473578 -0.58 0.75 -0.34 0.379
H -28.273066 -23.148802 11.684878 0.40 -0.38 -0.13 0.296
H -27.525843 -26.897834 16.292775 0.65 0.15 0.35 0.006
P -26.184865 -18.352342 29.198514 -1.26 1.03 2.25 0.599
H -32.836621 -25.424098 22.695581 0.11 -0.56 0.15 -0.347
H -21.763861 -25.526435 18.102323 -0.18 0.36 -0.12 0.263
H -23.405169 -20.393836 20.668827 -0.15 0.20 0.24 0.304
O -25.001700 -23.578662 15.645725 2.02 -0.11 3.50 -0.396
H -26.212989 -23.143121 14.094031 0.03 1.28 0.36 0.345
H -26.437571 -20.517527 32.014742 0.02 -0.08 -0.25 0.236
H -36.660350 -16.916849 27.418299 -0.61 0.03 0.28 0.374
O -21.274555 -19.468568 22.268078 -0.12 -1.02 0.44 -0.342
O -27.661733 -21.669188 22.354873 0.28 0.36 0.00 0.922
H -26.240498 -27.083527 21.774656 -0.16 0.96 0.26 0.247
O -24.824432 -17.823974 29.367944 -0.60 -0.86 0.04 -0.746
H -28.878000 -14.399712 28.480834 -0.04 -0.39 -0.35 0.281
H -34.433360 -20.512921 26.001750 -0.77 0.18 -0.11 0.025
O -20.642666 -21.371163 23.719441 -1.42 0.59 -0.59 -0.439
H -26.029197 -32.163112 19.054162 -0.28 0.35 0.85 0.271
P -32.348645 -27.395725 20.837769 -1.76 1.33 -0.94 0.980
O -28.141573 -16.531667 25.320332 -2.40 3.15 1.79 0.032
C -25.857876 -31.214214 18.545880 1.58 -2.69 -1.30 -0.744
H -29.790577 -21.339184 23.406224 -0.18 -0.14 0.33 0.099
H -27.649652 -14.778107 27.138649 0.14 -0.41 0.92 0.377
H -29.813846 -25.620376 23.807621 1.22 -0.43 0.43 0.501
H -29.259918 -16.870470 28.520527 0.66 -0.02 -0.55 0.158
C -27.234486 -18.042488 17.642218 0.35 1.02 0.08 -0.399
O -31.472242 -26.212438 20.121378 -0.24 -1.86 0.85 -0.114
H -18.987844 -22.579171 23.280056 -0.29 -0.02 0.39 0.284
H -30.340671 -26.289417 18.454696 0.33 -0.26 0.00 0.216
O -31.036360 -22.205334 13.427982 1.51 -1.51 1.08 -0.726
H -25.145944 -20.805423 18.555850 0.37 0.07 -0.02 0.117
C -28.643062 -17.265735 29.327584 -1.85 -0.44 0.97 -0.656
H -25.556609 -21.401921 16.926477 -0.21 0.48 -0.04 0.370
H -29.972766 -26.249639 14.728983 -0.09 0.37 -0.88 0.278
H -30.292845 -22.378152 17.695294 0.30 -0.89 -0.26 0.093
H -27.880524 -26.524202 21.387488 -0.18 -0.50 -0.25 -0.175
H -32.433989 -17.388715 25.558610 -0.22 0.07 0.06 0.504
H -31.118988 -21.722549 22.365483 -0.23 0.23 -0.27 0.228
C -34.717083 -21.559621 26.111382 1.25 0.52 0.05 -0.389
H -33.089117 -30.287711 19.199272 -0.05 -0.04 0.32 0.259
O -22.206165 -21.782125 21.658662 0.91 0.88 1.48 -0.291
```
Forces are in eV/Å.

The multiplicity is 2. The charge is +1. The calculation puts the total energy at -8498.38680 a.u. Its expectation value of S² is 0.75.